DFT (wB97M-V/def2-TZVPD) results for 3 unconnected molecules or ions with the total composition C23H42N4O2S.

Each line ends with the Löwdin charge.
Atoms and positions in Å:
H1 1.8710 -3.0611 5.0860  0.090
H2 0.7039 4.2044 -3.0949  0.110
C1 3.6520 -1.7202 -2.8827  -0.251
H3 0.6931 -0.1905 3.3695  0.127
H4 0.7219 -2.9934 -2.5740  0.054
H5 2.3791 -0.3067 5.5322  0.074
H6 4.1415 -2.6842 -2.7161  0.111
H7 1.8376 1.6556 -0.4316  0.069
H8 2.0216 -2.0533 0.0203  0.094
H9 1.5992 0.1234 -2.3800  0.081
H10 -2.6235 -4.5966 6.1641  0.103
H11 -2.1261 0.9133 -2.2750  0.074
C2 2.4679 0.0440 -1.7083  -0.277
C3 2.2781 -1.6783 3.8165  -0.369
C4 -1.2133 -2.2495 4.1106  -0.238
H12 -3.9331 3.1564 -4.2873  0.064
H13 0.3742 4.9016 -4.6481  0.109
H14 1.9473 3.1508 -5.0158  0.072
N1 2.9895 -1.3078 -1.6559  -0.196
H15 -2.1465 1.2210 -4.0050  0.068
C5 -1.9890 3.7759 -5.0555  -0.277
H16 -3.6752 4.9101 -4.3008  0.079
H17 -3.9897 4.0429 -5.8054  0.072
N2 -1.2186 3.8632 -3.8281  -0.199
H18 2.7393 -1.6367 2.8174  0.139
C6 2.1211 -2.3005 -1.0414  -0.241
O1 2.2618 -3.0610 4.1999  -0.046
H19 -0.6086 1.0418 -3.1449  0.039
H20 4.4721 -1.0187 -3.0706  0.109
H21 1.0392 1.9769 -4.0821  0.039
H22 3.7760 -1.4037 5.4252  0.083
H23 -4.5274 1.6030 5.0838  0.111
C7 -2.8176 0.9298 3.9298  -0.097
C8 0.2119 3.9983 -4.0502  -0.250
H24 0.5153 -1.0223 4.9074  0.125
C9 -1.3614 -3.4598 4.7395  0.022
N3 -4.1243 -0.3632 5.5485  0.124
C10 0.9365 2.8392 -4.7411  -0.083
H25 2.9212 0.5123 0.3629  0.076
C11 2.0917 0.5973 -0.3419  -0.086
O2 -0.1336 -2.1265 3.2614  -0.045
H26 2.6291 -3.2685 -1.0454  0.116
C12 -1.6061 2.9495 -2.7655  -0.246
C13 3.0781 -0.7973 4.8301  -0.039
H27 -2.7032 1.8973 3.4273  0.111
C14 -3.2110 -1.3322 5.2380  -0.230
H28 -4.1671 -2.6584 8.2355  -0.132
H29 -0.6327 -4.2456 4.5270  0.129
H30 0.4348 2.5242 -5.6571  0.068
S1 -4.7014 -2.9543 7.0205  0.749
C15 2.8073 -1.8080 -4.1575  -0.084
C16 -1.6168 1.4505 -3.0790  -0.079
N4 -1.9461 -0.0075 3.6337  0.148
C17 0.7123 -2.4756 -1.6156  -0.076
H31 0.1923 -1.5237 -1.7402  0.060
C18 -2.1421 -1.1687 4.3291  -0.141
H32 3.4633 -1.9350 -5.0222  0.071
H33 2.2191 -0.9045 -4.3267  0.061
C19 -2.4638 -3.6512 5.6381  -0.093
C20 -3.4822 3.9819 -4.8411  -0.092
H34 -1.6471 4.5609 -5.7359  0.118
H35 0.1145 -3.0828 -0.9320  0.074
C21 0.7966 -1.1836 3.8476  -0.153
H36 -1.8302 2.8201 -5.5765  0.101
H37 -0.9689 3.1244 -1.8940  0.112
H38 -2.6081 3.2298 -2.4259  0.102
H39 2.1358 -2.6657 -4.1416  0.055
H40 1.2239 0.0860 0.0803  0.064
H41 3.2394 0.7031 -2.1174  0.119
C22 -3.3365 -2.6211 5.8784  -0.529
H42 3.6112 -0.0153 4.2644  0.080
C23 -3.8704 0.7441 4.8855  -0.106

Output
**SMILES**: C[C@@H](O)COc1ccc(S)c2nccnc12.CCN(CC)CC.CCN(CC)CC
**Energy**: -45421.1400 eV
**Molar mass**: 438.68 g mol⁻¹
**E_LUMO**: -0.537 eV
**Kohn-Sham gap**: 0.27699 hartree

DFT (wB97M-V/def2-TZVPD) results for a molecular structure, C23H43BrMnN7O2SSi.

Each line ends with the Löwdin spin population.
Atoms and positions in Å:
H1 0.4692 -2.8321 -3.9155  0.000
H2 -1.5596 3.7356 3.3834  0.000
H3 0.5736 -4.1829 -5.0517  0.000
H4 2.7943 -3.0734 1.2168  0.000
C1 4.1179 1.6447 1.4134  0.001
H5 -4.6073 1.9492 2.8894  0.000
H6 0.8566 4.0789 -1.4205  0.000
H7 5.3737 -1.6421 -1.2305  0.000
C2 0.3513 3.1989 -1.8090  0.000
H8 3.0814 -0.1423 2.0591  0.000
C3 1.4183 -4.6485 -3.1282  0.000
H9 5.0661 -2.0272 -3.4581  0.000
H10 -0.0881 -5.1979 -0.0928  0.000
C4 0.6690 1.9990 -0.9697  0.004
C5 0.0810 -5.2809 -2.7191  0.000
H11 3.4970 -6.3407 -0.5566  0.000
H12 -3.3555 0.6974 -2.8341  0.000
C6 1.9275 1.9002 -0.1931  -0.003
C7 5.0361 -4.2859 -1.8620  0.000
C8 -3.6525 2.4407 3.0489  0.000
N1 0.7028 -1.5405 1.9751  0.009
C9 4.0879 -2.5092 -3.3462  0.000
C10 -1.3021 1.9253 2.4141  -0.001
H13 1.8014 -6.7739 -0.8243  0.000
C11 4.0562 2.7012 0.5311  -0.001
H14 0.6018 -5.2101 1.5302  0.000
H15 2.8714 3.6482 -0.9936  0.000
H16 4.9556 1.5219 2.0881  0.000
C12 2.3428 -5.7491 -3.6874  0.000
C13 2.0697 -4.7579 0.0265  0.000
H17 2.7862 -4.6243 2.0515  0.000
H18 4.0019 -3.2546 -4.1391  0.000
H19 0.2933 -3.6753 0.7182  0.000
H20 0.0360 3.3531 2.8892  0.000
C14 1.1088 -3.6486 -4.2573  0.000
H21 3.3178 -1.7469 -3.4974  0.000
H22 0.2063 -6.1058 -2.0180  0.000
N2 -1.2603 0.9660 -1.5426  0.000
H23 2.0035 -3.2155 -4.6994  0.000
C15 2.9396 2.8325 -0.2862  0.000
H24 -1.3311 1.5275 -2.3731  0.000
H25 -0.7157 3.4140 -1.7893  0.000
H26 0.6676 3.0668 -2.8480  0.000
N3 -2.6033 1.5936 2.5128  0.000
H27 5.0800 -4.7250 -0.8623  0.000
Si1 2.2775 -3.8549 -1.6244  0.003
H28 -0.3993 -5.6875 -3.6172  0.000
N4 -0.1001 1.0093 -0.8197  -0.004
H29 -4.0631 -0.4995 -1.8172  0.000
C16 3.0775 0.7279 1.4138  0.001
C17 0.7491 -2.2427 2.9290  0.019
C18 0.6275 -4.7018 0.5593  0.000
Br1 0.9948 -1.8702 -1.4081  0.000
C19 4.3979 -2.0492 -0.9365  0.000
H30 3.6791 -1.2258 -0.9302  0.000
C20 -2.2645 0.1167 -1.1870  0.000
H31 2.5977 -6.5052 -2.9391  0.000
H32 4.0417 -4.2862 0.8585  0.000
H33 2.4534 -6.7313 0.8147  0.000
H34 -3.6837 3.4042 2.5367  0.000
C21 2.9839 -4.1378 1.0908  0.000
H35 4.8284 -5.0892 -2.5740  0.000
N5 2.0239 0.8484 0.6178  0.003
Mn1 0.3074 -0.3453 0.6004  0.961
O1 0.8100 -2.9727 3.8732  0.022
O2 -0.4592 1.1410 1.9707  -0.004
H36 6.0322 -3.8907 -2.0930  0.000
C22 2.4813 -6.2333 -0.1610  0.000
N6 -0.9509 3.1896 2.7992  -0.001
H37 4.4927 -2.4279 0.0790  0.000
C23 4.0080 -3.1396 -1.9482  0.001
H38 -2.8188 0.6550 2.2223  0.000
H39 1.8291 -6.2589 -4.5108  0.000
H40 -3.5363 2.6099 4.1218  0.000
H41 4.8649 3.4187 0.4732  0.000
S1 -2.1846 -0.9290 0.1124  -0.011
H42 -0.5994 -4.5471 -2.2776  0.000
H43 3.2740 -5.3392 -4.0871  0.000
N7 -3.3534 0.2003 -1.9578  0.000

Output
**Energy**: -159148.9925 eV
**Molar mass**: 644.64 g mol⁻¹
**⟨S²⟩**: 1.09
**Net charge**: +1
**Spin multiplicity**: 2
**E_LUMO (spin up / spin down)**: -3.290 / -3.314 eV
**Kohn-Sham gap (spin up / spin down)**: 0.25835 / 0.24728 hartree

DFT (wB97M-V/def2-TZVPD) results for a molecular structure, C23H43CdCl4FO25S.

Each line ends with the Löwdin charge.
Atoms and positions in Å:
O1 -0.2103 1.6310 -5.0675  0.000
H1 -3.0033 2.1587 0.0065  -0.001
C1 0.1969 -3.7055 3.3526  -0.560
O2 2.5919 0.8912 -2.4200  0.018
H2 1.3139 3.3408 -1.8695  0.077
H3 -1.9596 -1.1590 -4.6229  0.080
C2 0.3681 2.2863 3.5856  -0.074
S1 -0.0336 1.0340 -0.0609  0.202
H4 4.5007 -4.1273 -4.4720  0.096
H5 6.3481 0.4213 -2.1914  0.094
Cd1 0.8384 -0.3700 -1.9415  1.354
H6 0.9578 1.4375 3.2413  0.090
C3 1.8257 3.4892 -2.8213  0.000
H7 0.5633 4.1706 1.6673  -0.012
H8 0.3133 -1.6122 1.6401  0.057
C4 -3.1902 1.9370 3.0637  -0.036
H9 0.7614 -5.9244 4.5756  0.100
H10 -1.5157 2.6347 -3.8268  0.093
C5 -3.0135 2.5196 -1.0195  -0.970
H11 2.6925 -4.1408 0.8542  0.088
H12 -1.9922 2.6772 -1.3603  0.003
H13 -0.2586 2.6051 2.7527  0.055
O3 3.1155 -3.2613 -3.2460  0.026
C6 3.4348 1.7918 -2.5058  -0.570
O4 -0.3966 -2.4907 3.3407  -0.004
O5 -2.7926 -2.5433 -1.1012  -0.005
C7 2.5922 -3.0375 -2.0676  -0.510
C8 0.3126 5.0043 1.0146  -1.035
H14 -2.2688 1.7576 -5.1369  0.097
H15 3.5684 -5.2912 -3.5822  0.099
O6 -4.5855 0.1568 2.5839  0.144
H16 -2.8020 -2.6857 -5.2012  0.100
C9 4.0558 -4.3199 -3.4967  -0.021
H17 -2.3633 2.1659 2.3941  0.100
O7 -0.4266 1.0152 -1.4678  -0.464
H18 -3.0419 -1.6048 0.7852  0.096
H19 3.6040 0.0097 -5.9422  0.105
H20 2.4561 -1.1465 -6.4365  0.099
H21 -1.2282 -2.8510 -4.7945  0.101
C10 -2.4152 -2.3444 0.2905  0.016
Cl1 -3.6584 1.3171 -2.1912  0.567
H22 1.7812 -5.2520 0.0297  0.102
O8 1.5906 0.5447 -5.7934  0.035
H23 1.7434 4.5657 -2.9686  0.105
H24 -0.2102 -0.4292 2.9047  0.066
H25 1.1699 -3.5037 0.1201  0.091
C11 -2.0841 -2.2346 -4.5157  -0.029
H26 -0.9541 -6.4648 4.7155  0.097
C12 -5.2002 1.2512 2.1754  -0.587
O9 2.7313 -4.1289 -1.2369  -0.012
O10 -1.1309 0.9388 0.8938  -0.335
C13 -1.6771 3.1020 7.7200  -0.046
H27 -0.2669 -6.2086 3.1330  0.096
O11 4.7381 1.7207 -2.3795  0.039
H28 -3.1087 2.4398 4.0267  0.141
H29 -2.4006 -3.3087 0.7959  0.099
O12 3.1742 3.0422 -2.7494  0.055
Cl2 -4.0807 3.9357 -1.0091  0.524
O13 0.4906 -0.2767 -4.0059  -0.021
C14 -1.9059 -2.2924 -2.1176  -0.478
O14 0.7266 2.2288 0.2578  -0.336
Cl3 1.5035 6.3504 0.9800  0.479
H30 1.2653 3.0510 -3.6467  0.087
H31 5.5243 0.8351 -0.7506  0.103
C15 2.0094 -4.1859 0.0066  -0.018
H32 -1.1188 2.9025 8.6354  0.096
O15 -1.2725 2.3103 6.6333  0.031
C16 5.3449 0.5549 -1.7889  -0.002
Cl4 -1.3008 5.5607 1.4432  0.532
H33 1.0613 3.1164 3.7272  0.100
H34 -1.7655 0.8074 -3.8595  0.017
O16 1.9849 -2.0079 -1.8213  0.007
H35 4.8846 -4.4815 -2.8082  0.102
C17 -1.4702 1.7075 -4.3944  -0.083
F1 -3.7986 0.2910 4.6693  0.043
O17 -0.7585 -1.8551 -1.9677  0.001
C18 0.2710 -1.3837 2.7043  -0.025
O18 -0.2543 4.0408 5.6525  0.114
O19 -6.2914 1.3290 1.6599  0.147
C19 -0.2446 -5.8508 4.1642  -0.049
H36 -1.6294 4.1875 7.6420  0.097
C20 2.6383 -0.4040 -5.6570  -0.018
O20 1.2258 -4.0256 2.7754  0.095
O21 -2.6374 -2.4489 -3.2307  0.013
C21 -0.5631 2.8602 5.7061  -0.573
H37 2.5769 -0.9346 -4.7084  0.077
H38 4.7848 -0.3770 -1.8461  0.086
C22 0.6024 0.5370 -4.9116  -0.520
O22 -0.3529 1.8971 4.7286  -0.014
O23 -4.4244 2.3008 2.4082  0.072
H39 1.3148 -1.3096 3.0120  0.105
C23 -3.4290 0.4752 3.3348  -0.250
H40 0.4249 4.5379 0.0372  -0.006
H41 -1.4047 -1.9442 0.1994  0.063
H42 -2.5478 -0.1166 3.0923  0.151
O24 0.8190 -0.1603 -0.0487  -0.460
H43 -2.7155 2.8370 7.9174  0.098
O25 -0.6387 -4.5114 4.0086  -0.001

Output
**Energy**: -143940.1371 eV
**Molar mass**: 1024.86 g mol⁻¹
**E_LUMO**: -0.223 eV
**Kohn-Sham gap**: 0.31975 hartree

Number 3 is which compound? C23H43CdCl4FO25S

Among the records above, which one has the lowest energy? C23H43BrMnN7O2SSi

What is the formula in the first record? C23H42N4O2S

Number 2 is which compound? C23H43BrMnN7O2SSi